ORCA calculation (ωB97M-V/def2-TZVPD) on a structure of composition C40H36GeN5O2SZr at a distorted geometry.

Atoms and positions in Å:
Zr 11.7179 12.5150 12.0628
C 8.5973 11.6768 11.5930
O 9.4924 12.5175 12.3544
C 8.9276 13.2484 13.4747
C 7.5949 13.3927 13.4978
C 7.0876 13.8498 14.7381
C 7.9718 14.1410 15.7666
C 9.3700 14.0085 15.6709
C 9.8770 13.5211 14.4662
N 11.2450 13.2787 14.2448
N 12.0167 13.5904 15.1817
C 13.3813 13.3811 15.0918
C 13.9743 12.5977 14.1406
O 13.2409 12.0397 13.1838
C 15.3641 12.2659 14.1744
C 16.1247 12.7947 15.1150
C 15.6167 13.6363 16.1568
C 16.3777 14.2366 17.2008
C 15.8166 15.0652 18.0960
C 14.5308 15.4223 18.0220
C 13.6960 14.9287 16.9704
C 14.2519 13.9521 16.0928
H 7.9208 12.4140 10.9814
H 8.0181 11.1170 12.3687
H 9.2626 11.0005 10.9783
H 6.9942 13.1433 12.6792
H 6.0092 14.0018 14.7834
H 7.5868 14.4384 16.7128
H 10.0109 14.1881 16.5731
H 15.8053 11.7293 13.3711
H 17.2229 12.6249 15.0322
H 17.4313 14.0477 17.2644
H 16.4523 15.4583 18.8550
H 14.0347 16.0600 18.7611
H 12.7685 15.3363 16.7540
C 12.2580 14.3063 11.4326
Ge 11.1887 15.4382 10.3596
C 9.4279 15.7562 11.0054
C 8.2411 15.5512 10.3480
C 7.0264 15.9073 10.8755
C 6.9543 16.5239 12.0496
C 8.1193 16.8080 12.7532
C 9.3511 16.4118 12.2882
C 10.9107 14.8080 8.5762
C 11.2600 15.4981 7.3800
C 10.7992 15.0653 6.1502
C 10.0751 13.8868 6.0785
C 9.6280 13.2186 7.2308
C 10.1004 13.6702 8.4324
C 11.9131 17.2110 10.1880
C 11.4269 18.3644 10.7051
C 12.1093 19.5773 10.6688
C 13.3773 19.6684 10.0696
C 13.9206 18.4916 9.4898
C 13.2176 17.2948 9.5776
H 13.2191 14.8224 11.6231
H 8.2826 15.1049 9.3469
H 6.1731 15.7375 10.3055
H 6.0128 16.9069 12.5392
H 8.0521 17.2496 13.7434
H 10.2926 16.5739 12.8592
H 11.9193 16.3331 7.3903
H 11.0818 15.6798 5.2878
H 9.7107 13.5288 5.1668
H 8.8764 12.4219 7.2020
H 9.5858 13.1935 9.3491
H 10.4387 18.4154 11.0575
H 11.6331 20.4170 11.2229
H 14.0020 20.5636 10.0413
H 14.9778 18.5214 9.2072
H 13.6045 16.2926 9.2877
C 11.8565 7.3672 7.7068
C 10.9835 8.4544 8.3272
C 11.7941 9.6611 8.7852
N 11.7239 10.1139 9.9729
N 12.4601 11.2209 10.2048
C 13.0548 11.6973 9.0927
N 13.8360 12.8235 9.0416
S 12.9309 10.6138 7.8116
H 11.2801 6.5745 7.2593
H 12.5386 6.9750 8.4897
H 12.4458 7.8620 6.9572
H 10.4849 8.1147 9.2381
H 10.2268 8.9348 7.6973
H 13.3989 13.5136 9.6656
H 14.3012 13.0649 8.1738

For the LUMO energy, the calculation gives -3.523 eV. As for the total charge: +1. The spin multiplicity is 1. The orbital gap is 6.7 eV.


ORCA calculation (ωB97M-V/def2-TZVPD) on a structure of composition C6H12N2O at a distorted geometry.

Atoms and positions in Å:
C -1.1243 2.0744 1.0648
C -1.1974 -1.6280 0.4866
C 2.2806 -1.1123 0.1257
N -1.2119 0.8290 0.3120
C 0.7534 0.2410 -1.4417
C -0.4601 -0.3359 0.8602
C 1.1083 -0.4223 -0.4415
N 0.5686 0.7201 -2.6585
O 0.0455 -0.2174 1.9978
H -2.1810 0.6131 0.1053
H 0.7801 1.6966 -2.8229
H 0.3883 0.0885 -3.4269
H -0.0703 2.2826 1.2501
H -1.5920 2.8860 0.5019
H -1.6277 2.0194 2.0329
H -0.7810 -2.4809 1.0205
H -2.2605 -1.5401 0.7125
H -1.0903 -1.8352 -0.5800
H 2.2662 -0.9022 1.1980
H 2.1778 -2.1930 0.0049
H 3.2278 -0.7834 -0.3015

For the LUMO energy, the calculation gives 0.524 eV. As for the total charge: 0. The spin multiplicity is 1. The orbital gap is 8.4 eV.


ORCA calculation (ωB97M-V/def2-TZVPD) on a cluster of 2 separate species, C23H38ClF9NO3S2 in total at a distorted geometry.

Atoms and positions in Å:
C 2.3997 2.2063 0.7885
C 1.9394 2.3075 -0.6722
C 0.4511 2.5338 -0.7143
O -0.1524 2.0224 -1.9755
C -1.3158 1.4375 -1.8818
N -1.4757 0.1760 -2.1920
C -0.3982 -0.6915 -2.6907
S 1.0230 -0.8226 -1.5727
C 1.2432 -2.5872 -1.2013
C 1.1044 -2.8789 0.2859
C -2.8885 -0.2309 -1.9808
S -3.9383 0.0783 -3.4571
C -3.1045 -1.7098 -1.6412
C -2.2542 -2.2860 -0.5196
F -1.6899 -3.4768 -0.9395
C -3.2417 0.7398 -0.8223
C -4.6599 0.6878 -0.3147
C -4.8196 -0.3274 0.8536
C -5.5051 0.3170 2.0332
O -4.5669 1.2184 2.6224
C -2.6721 2.0258 -1.4792
C -2.6673 3.3532 -0.7224
Cl -1.8483 4.5619 -1.8117
C -4.0464 3.9210 -0.4210
C -5.0614 3.7734 -1.5537
H 1.6133 1.7584 1.3887
H 3.3206 1.6490 0.8819
H 2.5332 3.2083 1.1848
H 2.2561 1.4520 -1.2516
H 2.4202 3.1736 -1.1160
H 0.2634 3.5978 -0.6511
H -0.0721 2.0804 0.1215
H -0.7842 -1.6839 -2.8817
H -0.0778 -0.2829 -3.6418
H 2.2697 -2.8073 -1.4732
H 0.6186 -3.2227 -1.8153
H 0.9496 -3.9389 0.4574
H 0.2760 -2.3492 0.7412
H 1.9996 -2.5722 0.8164
H -3.1471 -0.4866 -4.3768
H -4.1640 -1.8625 -1.4905
H -2.8662 -2.2664 -2.5447
H -1.4793 -1.5801 -0.2275
H -2.8658 -2.5101 0.3492
H -2.4831 0.4811 -0.0850
H -5.3449 0.3937 -1.1054
H -4.9759 1.6378 0.0881
H -5.3693 -1.2077 0.5356
H -3.8376 -0.6071 1.2204
H -5.7301 -0.4687 2.7532
H -6.4225 0.8235 1.7354
H -4.7894 1.2975 3.5541
H -3.0741 2.2690 -2.4649
H -2.0492 3.3252 0.1638
H -3.9238 4.9784 -0.2183
H -4.4002 3.4823 0.5095
H -5.7935 4.5638 -1.4468
H -5.5461 2.8070 -1.5714
H -4.5675 3.9589 -2.5037
C 6.2889 -2.0112 0.6258
C 5.6177 -0.7068 1.1157
C 6.4562 0.3271 1.8834
F 6.9254 -0.1472 3.0428
F 5.6617 1.3882 2.1698
F 4.4983 -1.0059 1.8113
F 5.2118 -0.0528 -0.0157
O 6.0941 -3.2257 1.3495
C 6.9006 -3.6533 2.3900
C 6.1198 -3.8037 3.7038
F 5.5725 -2.6338 4.0823
F 6.9674 -4.2073 4.6716
F 7.9937 -2.8866 2.5311
F 7.3302 -4.8893 2.0652
H 5.7938 -2.2138 -0.3230
H 7.3395 -1.8524 0.3847
H 7.2937 0.6755 1.2731
H 5.3240 -4.5416 3.5834

For the LUMO energy, the calculation gives -3.049 eV. As for the total charge: +1. The spin multiplicity is 1. The orbital gap is 9.1 eV.


ORCA calculation (ωB97M-V/def2-TZVPD) on the molecule C3H4 at a distorted geometry.

Atoms and positions in Å:
C -1.7640 0.0054 -0.0703
C -0.5391 -0.0426 0.0584
C 0.9598 0.0040 -0.0484
H -2.8054 -0.0150 0.0849
H 1.4808 -0.4551 0.8714
H 1.2789 1.0964 -0.0668
H 1.3890 -0.5931 -0.8291

For the LUMO energy, the calculation gives 1.073 eV. As for the total charge: 0. The spin multiplicity is 1. The SMILES is C#CC. The orbital gap is 11.0 eV.


HOMO? In order: -0.3755; -0.2886; -0.4454; -0.3656 Eh.